w | Formula: C3H5BrO
Source: the Open Molecules 2025 dataset
Level of theory: ωB97M-V/def2-TZVPD

Output
Total charge   0
HOMO-LUMO gap   10.9 eV
HOMO energy   -10.06 eV
LUMO level   0.89 eV
Multiplicity   1

Cartesian coordinates (Å):
1 Br -2.397 1.178 1.157
2 O -0.332 -0.725 1.253
3 C -0.246 -0.197 -0.070
4 C -0.526 0.664 1.069
5 C 0.984 -0.445 -0.880
6 H -1.553 -0.311 -0.847
7 H 1.080 -1.460 -1.322
8 H 0.993 0.279 -1.681
9 H 1.833 -0.354 -0.279
10 H 0.165 1.371 1.599

x | Formula: C3H5BrO
Source: the Open Molecules 2025 dataset
Level of theory: ωB97M-V/def2-TZVPD

Output
Total charge   0
SMILES string   O=C=CBr.C
HOMO-LUMO gap   8.8 eV
HOMO energy   -9.18 eV
LUMO level   -0.33 eV
Multiplicity   1

Cartesian coordinates (Å):
1 Br 1.356 -2.613 2.626
2 O -2.081 -0.856 3.376
3 C 0.967 -0.465 -0.340
4 C -1.243 -1.331 2.791
5 C -0.351 -1.918 2.029
6 H 1.144 0.615 -0.338
7 H 0.688 -1.031 0.597
8 H 1.831 -0.860 -0.813
9 H -0.585 -2.544 1.149
10 H 0.139 -0.663 -0.944

Each structure's energy above the most stable one, in kJ/mol: w 73.5; x 0.0.

w | Formula: CH6N2O2
Source: the Open Molecules 2025 dataset
Level of theory: ωB97M-V/def2-TZVPD

Output
Total charge   0
HOMO-LUMO gap   9.5 eV
HOMO energy   -8.65 eV
LUMO level   0.86 eV
Multiplicity   1

Cartesian coordinates (Å):
1 O 1.291 1.856 -0.068
2 O 2.672 1.959 -0.357
3 N 0.702 -0.973 0.297
4 N -0.395 -1.400 0.426
5 C -1.656 -0.725 0.061
6 H 1.168 0.884 0.082
7 H -0.595 -2.359 0.827
8 H -2.324 -0.713 0.925
9 H 2.693 2.468 -1.178
10 H -1.430 0.289 -0.267
11 H -2.126 -1.286 -0.749

x | Formula: CH6N2O2
Source: the Open Molecules 2025 dataset
Level of theory: ωB97M-V/def2-TZVPD

Output
Total charge   0
HOMO-LUMO gap (alpha / beta)   7.5 / 7.5 eV
HOMO energy (alpha / beta)   -8.05 / -8.05 eV
LUMO level (alpha / beta)   -0.58 / -0.57 eV
Multiplicity   1

Cartesian coordinates (Å):
1 O 1.645 -1.356 0.993
2 O 0.543 -0.078 1.327
3 N -0.101 0.979 -1.266
4 N -0.968 0.666 -0.247
5 C -0.456 -0.671 0.698
6 H -1.300 -0.897 1.353
7 H -0.394 -1.444 -0.075
8 H 0.527 1.767 -1.137
9 H -0.421 0.644 -2.166
10 H 1.980 -1.064 0.128
11 H -1.055 1.453 0.393

Each structure's energy above the most stable one, in kJ/mol: w 0.0; x 91.1.

w | Formula: C5H12NS
Source: the Open Molecules 2025 dataset
Level of theory: ωB97M-V/def2-TZVPD

Output
Total charge   +1
SMILES string   CC1(C)S[N+]1(C)C
HOMO-LUMO gap   9.6 eV
HOMO energy   -14.05 eV
LUMO level   -4.46 eV
Multiplicity   1

Cartesian coordinates (Å):
1 S 1.500 1.201 -0.019
2 N 0.621 -0.408 -0.134
3 C 0.610 -1.038 -1.456
4 C -0.923 0.810 1.516
5 C -1.126 1.452 -1.075
6 C 1.140 -1.326 0.890
7 C -0.290 0.715 0.188
8 H -0.409 -1.456 -1.514
9 H -0.439 0.043 2.213
10 H -0.560 1.695 2.033
11 H 0.399 -2.052 1.184
12 H -2.054 0.594 1.496
13 H 1.416 -0.700 1.780
14 H 1.437 -1.740 -1.610
15 H 0.622 -0.311 -2.230
16 H -1.758 2.256 -0.642
17 H -1.810 0.508 -1.411
18 H -0.407 1.679 -1.810
19 H 2.032 -1.922 0.601

x | Formula: C5H12NS
Source: the Open Molecules 2025 dataset
Level of theory: ωB97M-V/def2-TZVPD

Output
Total charge   +1
SMILES string   CC[C@H]1[C@@H](S)[N@@H+]1C
HOMO-LUMO gap   11.0 eV
HOMO energy   -14.16 eV
LUMO level   -3.11 eV
Multiplicity   1

Cartesian coordinates (Å):
1 S -1.262 -0.885 1.835
2 N 0.691 0.645 0.773
3 C 1.209 2.029 0.939
4 C 0.234 -1.339 -0.868
5 C 0.079 0.056 -0.403
6 C -0.705 -1.661 -1.942
7 C -0.729 0.432 0.783
8 H -0.610 -2.765 -2.272
9 H -1.756 -1.372 -1.496
10 H 0.154 0.673 -1.258
11 H 1.047 2.306 2.036
12 H -1.414 0.013 2.997
13 H 1.206 -1.484 -1.294
14 H -1.416 1.279 0.657
15 H -0.670 -1.094 -2.928
16 H 2.278 2.220 0.684
17 H 0.610 2.809 0.397
18 H -0.095 -1.891 -0.028
19 H 1.149 0.030 1.388

y | Formula: C5H12NS
Source: the Open Molecules 2025 dataset
Level of theory: ωB97M-V/def2-TZVPD

Output
Total charge   +1
HOMO-LUMO gap (alpha / beta)   7.1 / 7.1 eV
HOMO energy (alpha / beta)   -13.20 / -13.20 eV
LUMO level (alpha / beta)   -6.09 / -6.09 eV
Multiplicity   1

Cartesian coordinates (Å):
1 S -3.059 0.187 -1.050
2 N 0.684 -0.297 -0.605
3 C 1.928 -0.296 -0.417
4 C 2.716 0.892 -0.744
5 C 2.452 -1.216 0.647
6 C -2.003 -0.876 -0.277
7 C -3.748 0.929 0.404
8 H 3.574 -1.248 0.616
9 H -3.070 0.765 1.329
10 H 2.883 1.122 0.273
11 H 3.496 0.517 -1.344
12 H -2.115 -0.999 0.771
13 H 2.015 1.641 -1.246
14 H -4.730 0.652 0.743
15 H 1.979 -2.129 0.860
16 H -3.938 2.071 0.500
17 H 2.086 -0.618 1.509
18 H 0.287 0.486 -1.116
19 H -1.438 -1.581 -0.855

Each structure's energy above the most stable one, in kJ/mol: w 35.9; x 0.0; y 120.2.

w | Formula: C5H12NS
Source: the Open Molecules 2025 dataset
Level of theory: ωB97M-V/def2-TZVPD

Output
Total charge   +1
SMILES string   C[NH2+][C@@]1(C)C[C@H]1S
HOMO-LUMO gap   10.6 eV
HOMO energy   -13.71 eV
LUMO level   -3.09 eV
Multiplicity   1

Cartesian coordinates (Å):
1 S -1.091 2.096 -1.225
2 N 0.242 0.562 0.851
3 C -0.485 0.414 -1.561
4 C 1.395 -1.210 -0.572
5 C -0.209 0.043 2.108
6 C -1.212 -0.620 -0.702
7 C 0.229 -0.354 -0.272
8 H 1.278 0.884 1.101
9 H -0.055 0.816 2.927
10 H -0.110 2.899 -1.617
11 H -1.790 -0.185 0.109
12 H -1.511 -1.493 -1.362
13 H -0.330 1.368 0.427
14 H 2.222 -0.660 -0.907
15 H 1.206 -1.835 -1.429
16 H -1.406 -0.106 2.168
17 H 0.230 -0.885 2.335
18 H 1.629 -1.966 0.188
19 H -0.230 0.232 -2.567

x | Formula: C5H12NS
Source: the Open Molecules 2025 dataset
Level of theory: ωB97M-V/def2-TZVPD

Output
Total charge   +1
HOMO-LUMO gap (alpha / beta)   8.9 / 6.1 eV
HOMO energy (alpha / beta)   -13.63 / -12.84 eV
LUMO level (alpha / beta)   -4.74 / -6.74 eV
Multiplicity   1

Cartesian coordinates (Å):
1 S -1.270 0.803 0.831
2 N -0.849 0.144 -0.618
3 C -0.784 1.121 -1.720
4 C -0.249 0.001 2.035
5 C -1.378 -1.083 -1.035
6 C 1.223 0.540 1.707
7 C 1.912 -0.007 0.473
8 H 2.088 -1.003 0.246
9 H -0.546 2.079 -1.267
10 H -2.372 -0.943 -1.453
11 H 1.189 1.623 1.609
12 H -1.508 -1.717 -0.180
13 H -0.582 0.571 3.033
14 H 1.772 0.208 2.528
15 H -1.034 -1.752 -1.852
16 H 2.604 0.673 -0.055
17 H -1.708 1.340 -2.271
18 H -0.064 0.641 -2.326
19 H -0.299 -1.011 2.110

y | Formula: C5H12NS
Source: the Open Molecules 2025 dataset
Level of theory: ωB97M-V/def2-TZVPD

Output
Total charge   +1
SMILES string   C[C@@H]1S[C@H]1[NH+](C)C
HOMO-LUMO gap   10.1 eV
HOMO energy   -13.22 eV
LUMO level   -3.09 eV
Multiplicity   1

Cartesian coordinates (Å):
1 S -1.876 -1.317 -0.135
2 N 0.928 -0.623 -0.249
3 C -2.472 1.445 0.131
4 C 1.603 0.730 -0.320
5 C 1.604 -1.826 0.295
6 C -1.401 0.471 -0.299
7 C -0.414 -0.344 0.498
8 H 0.824 -0.722 -1.261
9 H -0.451 -0.333 1.623
10 H -3.423 1.436 -0.447
11 H 1.089 1.346 -0.922
12 H -1.124 0.598 -1.259
13 H -2.675 1.229 1.219
14 H 2.653 0.543 -0.865
15 H 2.067 -2.302 -0.455
16 H 2.298 -1.470 0.986
17 H 1.824 1.326 0.657
18 H 0.918 -2.577 0.708
19 H -1.970 2.390 0.097

Each structure's energy above the most stable one, in kJ/mol: w 0.0; x 223.0; y 26.7.